ORCA calculation (wB97M-V/def2-TZVPD) on a molecular structure, C55H40AlClO3P2S.

Element x y z (Å)
Cl (-0.731, 1.791, -7.061)
S (-1.465, -0.915, 1.569)
P (-0.453, 2.091, 1.186)
P (1.667, -1.733, -0.109)
Al (0.199, 0.164, -0.154)
O (-1.228, -0.378, -1.155)
O (0.917, 1.059, -1.501)
O (0.057, -0.651, 1.605)
C (-0.468, -3.519, 0.946)
C (-1.721, 3.347, 3.167)
C (-1.560, -2.678, 1.353)
C (-2.841, -3.168, 1.522)
C (3.881, -0.276, 0.537)
C (-3.157, -4.527, 1.436)
C (-2.448, 3.653, 4.324)
C (-2.516, -1.368, 4.093)
C (-2.019, -0.459, 3.188)
C (2.799, 3.193, 3.425)
C (-1.494, -0.080, -2.363)
C (1.747, -4.344, 0.344)
C (2.292, -2.183, -1.757)
C (-2.968, 2.615, 5.049)
C (0.952, 2.070, -4.956)
C (-0.653, -7.273, 0.831)
C (-2.128, -5.395, 1.196)
C (3.698, 3.581, 2.443)
C (-2.534, 4.938, -1.745)
C (2.060, 3.117, 0.751)
C (1.357, 1.904, -3.655)
C (3.094, -1.361, 0.934)
C (1.659, -2.601, -4.050)
C (-2.755, 1.298, 4.600)
C (1.308, -2.373, -2.731)
C (-2.073, 0.955, 3.413)
C (-2.130, -6.893, 1.081)
C (-0.684, 0.670, -3.215)
C (-3.045, 3.678, -1.459)
C (-0.276, 1.552, -5.419)
C (-1.517, 2.060, 2.685)
C (-0.732, 4.580, -0.190)
C (-1.389, 5.389, -1.107)
C (-1.232, 3.315, 0.091)
C (-3.160, -0.974, 5.275)
C (3.328, 3.542, 1.105)
C (0.553, 1.208, -2.743)
C (3.982, -2.485, -3.440)
C (-3.765, 2.599, 6.322)
C (4.982, 0.093, 1.290)
C (0.888, -3.269, 0.523)
C (-3.316, 0.366, 5.504)
C (5.291, -0.606, 2.450)
C (-0.825, -4.894, 0.972)
C (1.385, -5.689, 0.489)
C (3.633, -2.247, -2.117)
C (3.001, -2.646, -4.407)
C (3.390, -2.041, 2.110)
C (1.143, 2.746, 1.742)
C (0.072, -5.961, 0.748)
C (-1.081, 0.863, -4.564)
C (1.523, 2.774, 3.080)
C (4.492, -1.661, 2.863)
C (-4.018, 1.099, 6.610)
C (-2.394, 2.868, -0.546)
H (-2.571, 4.682, 4.634)
H (1.769, 3.077, -0.291)
H (-0.527, -7.840, -0.092)
H (-0.249, -7.891, 1.635)
H (2.765, -4.133, 0.036)
H (0.892, -2.746, -4.800)
H (5.027, -2.550, -3.714)
H (5.604, 0.922, 0.976)
H (4.730, -2.190, 3.776)
H (-2.534, -7.364, 1.978)
H (-2.022, 0.444, -4.900)
H (2.762, -2.859, 2.440)
H (-2.767, -7.200, 0.250)
H (-3.633, -2.466, 1.759)
H (4.688, 3.920, 2.720)
H (-5.083, 0.860, 6.597)
H (3.095, 3.221, 4.466)
H (-3.037, 5.574, -2.462)
H (4.031, 3.848, 0.341)
H (3.282, -2.814, -5.438)
H (-2.412, -2.425, 3.888)
H (-1.277, 4.173, 2.623)
H (-3.536, -1.720, 5.962)
H (4.407, -2.114, -1.372)
H (-3.648, 0.801, 7.591)
H (-3.217, 3.079, 7.134)
H (3.620, 0.271, -0.364)
H (-2.439, -0.469, -2.749)
H (0.825, 2.470, 3.851)
H (1.578, 2.612, -5.654)
H (-4.175, -4.863, 1.582)
H (-1.006, 6.378, -1.323)
H (-3.948, 3.338, -1.949)
H (-4.695, 3.154, 6.195)
H (-2.791, 1.888, -0.295)
H (0.263, -2.370, -2.437)
H (6.158, -0.324, 3.033)
H (2.306, 2.303, -3.321)
H (0.163, 4.935, 0.306)
H (2.116, -6.473, 0.345)

The molar mass is 905.4 g mol⁻¹. The calculation puts the HOMO-LUMO gap at 7.1 eV. The maximum force is 1.3 eV Å⁻¹. For the total energy, the calculation gives -112351.064 eV. The total charge is +2. The value obtained for the HOMO energy is -12.84 eV.